Formula: C29H18BrO5PPdS4
Source: OMol25
Level of theory: wB97M-V/def2-TZVPD

Structure (XYZ):
```
59
Properties=species:S:1:pos:R:3:forces:R:3:lowdin_charge:R:1
Pd -0.432 0.932 0.246 -0.500 -1.700 -0.325 0.5382
O -5.519 -3.668 1.554 -0.485 -0.433 0.098 -0.1313
C -4.577 -2.947 1.324 0.637 0.402 -0.037 -1.0895
S -3.567 -2.205 2.558 0.031 0.103 -0.056 0.8899
C -2.503 -1.253 1.505 -0.261 -0.306 -0.256 -1.1663
C -2.716 -1.400 0.173 -0.295 -0.405 0.595 -1.1856
S -1.910 -0.637 -1.139 0.372 0.212 -0.566 0.5101
S -4.018 -2.516 -0.285 0.096 0.101 -0.042 0.8885
S -1.357 -0.254 2.312 0.193 0.323 0.447 0.5111
O 0.889 2.690 1.498 0.417 0.460 0.434 -0.0272
C 1.609 2.061 0.710 0.953 0.825 0.611 -0.7870
O 1.594 2.068 -0.551 0.054 0.089 -0.562 -0.0843
C 2.769 1.212 1.237 -0.337 -0.158 -0.311 -0.1294
C 3.834 1.727 1.958 -0.044 0.088 0.062 -0.0281
C 4.953 0.945 2.188 -0.002 0.030 0.031 -0.1014
C 5.002 -0.356 1.710 0.208 -0.154 0.031 -0.1076
C 3.924 -0.891 1.026 -0.189 0.013 -0.045 -0.0852
C 2.798 -0.111 0.800 -0.053 0.256 0.184 -0.2782
P 1.275 -0.708 -0.020 -0.762 0.356 1.005 1.0640
C 0.898 -2.210 0.928 -0.377 -0.059 0.073 -0.3867
C 1.192 -2.298 2.288 0.180 0.093 -0.240 -0.1291
C 0.716 -3.358 3.034 0.055 -0.198 0.109 -0.0986
C -0.077 -4.328 2.442 -0.041 0.043 -0.015 -0.0980
C -0.401 -4.230 1.098 -0.054 -0.213 0.073 -0.0848
C 0.076 -3.175 0.345 0.213 0.185 -0.048 -0.1267
C 2.020 -1.384 -1.536 -0.438 0.297 -0.470 -0.3111
C 2.504 -2.686 -1.639 -0.081 0.101 0.250 -0.0961
C 3.097 -3.113 -2.811 0.200 -0.075 -0.184 -0.0984
C 3.224 -2.247 -3.886 0.009 0.012 -0.013 -0.1076
C 2.745 -0.949 -3.785 0.118 -0.029 -0.168 -0.0854
C 2.143 -0.516 -2.619 -0.137 -0.003 0.198 -0.0611
H 3.785 2.744 2.320 -0.031 0.106 0.008 0.1129
H 5.798 1.349 2.732 0.024 0.027 0.021 0.0899
H 5.888 -0.954 1.876 0.039 -0.068 0.010 0.0884
H 3.957 -1.909 0.661 0.023 -0.102 0.038 0.1012
H 1.775 -1.517 2.759 -0.038 -0.024 0.033 0.1059
H 0.937 -3.418 4.091 0.019 0.044 0.053 0.0962
H -0.476 -5.139 3.035 -0.022 -0.060 0.044 0.0936
H -1.052 -4.966 0.645 -0.056 -0.012 -0.050 0.1022
H -0.197 -3.071 -0.696 -0.134 -0.006 -0.027 0.0916
H 2.420 -3.365 -0.800 -0.059 -0.005 -0.020 0.0994
H 3.473 -4.126 -2.891 -0.012 -0.033 0.039 0.0942
H 3.699 -2.582 -4.799 -0.014 -0.017 -0.042 0.0903
H 2.846 -0.278 -4.627 -0.030 0.100 -0.043 0.0975
H 1.760 0.491 -2.510 -0.015 0.112 -0.073 0.1049
Br -5.755 5.149 -3.964 0.052 -0.035 0.021 0.6480
C -4.868 4.949 -2.276 -0.191 0.162 -0.128 -0.6766
C -5.273 5.769 -1.237 -0.083 0.083 -0.034 -0.1665
C -4.649 5.634 -0.007 -0.036 0.067 -0.057 -0.0925
C -3.656 4.689 0.165 0.038 -0.017 -0.056 -0.0213
C -3.255 3.883 -0.896 0.074 -0.126 0.299 -0.1024
C -3.866 4.014 -2.138 0.134 -0.043 0.050 -0.0636
C -2.169 2.838 -0.645 -0.215 0.405 -1.298 -0.6773
O -2.079 2.476 0.550 1.132 -1.291 0.463 -0.0816
O -1.497 2.438 -1.601 -0.331 0.556 -0.228 -0.0591
H -6.057 6.498 -1.384 -0.031 0.002 -0.048 0.0834
H -4.951 6.270 0.814 -0.025 0.032 0.070 0.0941
H -3.171 4.552 1.120 0.040 -0.067 0.060 0.1165
H -3.553 3.386 -2.960 0.067 -0.046 0.033 0.1137
```
Forces are in eV/Å.

Properties
Net charge: -2
Frontier orbital gap: 4.624 eV
HOMO energy: -0.68 eV
Energy above the lowest of the compared OMol25 structures with the same formula, charge and spin: 1.083 eV
Multiplicity: 1
Electronic energy: -6128.2358 Eh

---

Formula: C29H18Cl48F5NO3
Source: OMol25
Level of theory: wB97M-V/def2-TZVPD

Structure (XYZ):
```
104
Properties=species:S:1:pos:R:3:forces:R:3:lowdin_charge:R:1
C 3.766 3.175 2.441 1.567 0.290 -0.257 -0.0642
C 4.154 3.834 1.025 0.012 0.462 -0.644 -0.2541
C 5.677 3.591 0.543 -0.282 -0.469 1.470 -0.0355
N 3.350 4.574 0.271 0.921 -4.575 0.611 0.1229
C 2.498 3.789 -0.647 -0.786 1.887 -1.438 -0.3396
C 0.918 3.626 -0.278 0.602 0.172 1.086 -0.0824
C 0.664 2.948 1.154 0.028 1.158 0.047 -0.1627
C -0.917 2.916 1.418 0.137 -0.181 -0.651 -0.0562
C -1.588 1.473 1.509 -0.600 0.199 1.522 -0.2752
F -0.698 0.397 1.737 -1.617 2.071 -0.690 0.0260
F -2.460 1.513 2.663 1.626 -0.499 -2.186 0.0184
C -2.581 1.115 0.274 -1.933 -0.362 0.423 -0.3196
F -2.875 -0.291 0.247 0.828 4.588 0.643 -0.1583
F -2.115 1.572 -0.970 -0.985 -1.441 2.768 0.0665
F -3.838 1.736 0.536 3.520 -1.772 -0.403 -0.0188
O 2.391 4.715 -1.802 -0.700 -0.539 -2.862 0.0007
C 2.129 4.026 -3.041 0.496 0.932 1.207 -0.4057
O 1.838 4.554 -4.120 1.036 -2.500 4.106 0.1108
O 2.327 2.658 -2.688 -0.314 1.366 -1.257 -0.0327
C 3.159 2.564 -1.474 -1.429 -0.787 -0.297 -0.1489
C 2.924 1.103 -0.856 0.581 -2.288 1.588 -0.1486
C 1.572 0.355 -0.880 2.982 -0.631 2.631 -0.1147
C 1.522 -1.042 -0.192 1.474 1.572 1.650 -0.1866
C 2.725 -1.714 0.511 1.053 3.644 -0.837 -0.1057
C 4.082 -0.972 0.488 -3.200 1.988 -1.458 -0.0723
C 4.148 0.421 -0.197 -2.513 -1.613 0.386 -0.0649
H 4.741 2.798 2.935 -1.568 0.615 -0.742 0.0434
H 3.088 2.265 2.355 0.651 1.425 -0.061 0.0801
H 3.360 4.012 3.099 0.172 -1.307 -1.001 0.0489
H 6.328 4.446 0.944 -0.893 -1.081 -0.845 0.0909
H 6.057 2.639 1.067 -0.501 1.418 -0.676 0.0725
H 5.773 3.419 -0.577 -0.273 0.757 1.472 0.0757
H 0.531 4.713 -0.204 0.741 -1.679 -0.149 0.1470
H 0.321 3.143 -1.123 1.001 0.373 1.115 0.1203
H 1.208 1.962 1.311 -1.047 1.108 -0.421 0.0921
H 1.107 3.681 1.930 -0.667 -1.214 -1.246 0.1135
H -1.426 3.467 0.540 0.643 -0.850 1.457 0.1325
H -1.158 3.494 2.367 0.118 -1.081 -1.180 0.1368
H 4.200 2.749 -1.935 -1.304 -0.299 1.713 0.1321
H 0.660 0.845 -1.375 1.558 -1.114 0.790 0.1199
H 0.525 -1.613 -0.157 1.695 1.063 -0.267 0.0991
H 2.674 -2.726 1.052 -0.236 1.788 -1.143 0.1078
H 5.037 -1.383 0.954 -1.646 0.518 -0.718 0.0966
H 5.159 0.944 -0.196 -1.607 -0.710 -0.135 0.0811
C -6.148 4.106 -1.291 0.010 -0.069 -0.085 -2.0003
Cl -6.015 5.008 0.233 0.002 -0.140 -0.238 0.5132
Cl -4.726 3.060 -1.485 -0.671 0.701 -0.584 0.6022
Cl -7.617 3.108 -1.264 0.398 -0.067 0.013 0.5022
Cl -6.233 5.249 -2.650 0.012 -0.134 0.183 0.5116
C -2.532 -3.127 -2.590 0.174 0.041 0.176 -1.9745
Cl -4.085 -3.992 -2.586 0.194 0.093 -0.032 0.5141
Cl -1.212 -4.282 -2.310 -0.175 0.159 0.003 0.5058
Cl -2.303 -2.332 -4.164 -0.140 0.066 0.382 0.4969
Cl -2.536 -1.907 -1.297 0.201 -1.178 -1.644 0.6208
C 2.938 -2.408 -3.713 0.341 0.182 -0.081 -1.9239
Cl 1.374 -2.543 -4.543 0.202 0.016 0.155 0.5063
Cl 4.128 -1.669 -4.810 -0.385 -0.603 -0.130 0.4867
Cl 2.747 -1.396 -2.261 0.392 -1.870 -3.708 0.7223
Cl 3.500 -4.029 -3.238 -0.081 0.116 -0.065 0.5187
C 6.032 1.838 -4.854 -0.079 0.118 -0.012 -1.9975
Cl 6.326 0.863 -6.310 -0.044 0.120 0.246 0.5233
Cl 7.544 2.631 -4.357 -0.196 -0.119 -0.068 0.5177
Cl 4.804 3.070 -5.204 0.197 -0.250 0.121 0.5707
Cl 5.459 0.784 -3.543 0.329 0.592 0.021 0.5157
C -3.386 -3.518 2.606 -0.011 0.084 -0.070 -1.9776
Cl -2.348 -2.077 2.613 -0.148 -0.329 0.073 0.5622
Cl -4.984 -3.100 3.259 0.280 -0.087 -0.099 0.5373
Cl -3.563 -4.115 0.942 -0.041 -0.042 0.474 0.5087
Cl -2.648 -4.784 3.613 0.257 0.880 -0.721 0.4695
C -4.061 -8.299 5.964 0.083 -0.068 0.102 -2.0039
Cl -3.446 -9.679 5.030 -0.101 0.249 0.159 0.4902
Cl -5.838 -8.329 5.965 0.295 0.021 -0.012 0.5207
Cl -3.467 -8.402 7.636 -0.099 -0.001 -0.232 0.5161
Cl -3.495 -6.784 5.225 -0.554 -0.958 0.584 0.4562
C -0.594 -5.985 -6.769 -0.024 -0.069 0.023 -2.0022
Cl -1.602 -4.921 -5.763 0.328 -0.304 -0.392 0.4670
Cl 1.105 -5.845 -6.270 -0.283 -0.001 -0.063 0.5118
Cl -1.132 -7.667 -6.569 0.262 0.305 0.020 0.4941
Cl -0.751 -5.511 -8.474 0.013 -0.075 0.272 0.5242
C 5.991 4.966 5.178 0.072 0.135 0.069 -2.0047
Cl 5.859 6.234 3.940 0.022 -0.286 0.132 0.5090
Cl 6.761 5.633 6.633 -0.048 -0.223 -0.307 0.5125
Cl 4.367 4.369 5.587 0.278 0.136 0.139 0.5375
Cl 6.975 3.626 4.550 -0.123 0.186 0.097 0.5307
C -10.520 5.571 0.019 0.035 0.034 -0.033 -2.0195
Cl -9.380 5.876 -1.308 -0.354 0.190 0.242 0.4850
Cl -11.554 4.187 -0.396 0.175 0.204 0.063 0.5152
Cl -9.616 5.211 1.505 -0.154 0.048 -0.241 0.5060
Cl -11.530 7.010 0.275 0.152 -0.236 -0.032 0.5181
C -3.615 -12.907 2.550 -0.071 -0.023 -0.023 -2.0309
Cl -3.355 -13.954 1.139 -0.031 0.178 0.239 0.5166
Cl -2.093 -12.092 2.972 -0.213 -0.134 -0.073 0.4973
Cl -4.851 -11.690 2.165 0.217 -0.207 0.064 0.5075
Cl -4.161 -13.890 3.925 0.100 0.179 -0.221 0.5149
C -5.500 -7.851 -6.287 0.004 -0.009 -0.003 -2.0212
Cl -4.764 -6.885 -4.991 -0.102 -0.150 -0.213 0.4928
Cl -4.226 -8.482 -7.352 -0.417 0.073 0.128 0.4926
Cl -6.402 -9.207 -5.576 0.140 0.215 -0.109 0.5159
Cl -6.608 -6.831 -7.229 0.187 -0.164 0.156 0.5180
C 5.206 9.320 7.055 -0.022 0.015 -0.018 -2.0218
Cl 6.356 9.664 5.745 -0.178 -0.073 0.214 0.5109
Cl 4.210 7.917 6.614 0.001 0.338 0.113 0.4871
Cl 6.098 8.966 8.549 -0.134 0.041 -0.238 0.5125
Cl 4.159 10.732 7.310 0.186 -0.245 -0.041 0.5229
```
Forces are in eV/Å.

Properties
Frontier orbital gap: 7.823 eV
HOMO energy: -8.53 eV
Multiplicity: 1
Electronic energy: -23984.3675 Eh

---

Formula: C29H18Cl4CoN7O2S2
Source: OMol25
Level of theory: wB97M-V/def2-TZVPD

Structure (XYZ):
```
63
Properties=species:S:1:pos:R:3:forces:R:3:mulliken_spin:R:1
Co 0.034 0.215 -0.069 0.554 0.130 0.351 0.9603
N 2.353 -2.985 2.020 -0.029 -0.015 -0.210 0.0227
C 1.586 -1.924 1.532 -0.048 -0.048 0.079 0.0694
S 0.180 -2.305 0.593 0.231 0.135 0.069 0.1232
N 2.039 -0.750 1.835 0.082 0.443 0.029 -0.0435
N 1.343 0.313 1.309 0.278 0.209 0.443 0.3359
C 1.571 1.533 1.859 -0.012 -0.385 -0.252 0.0940
C 2.488 1.744 3.010 -0.008 -0.149 -0.034 0.0140
C 3.535 2.659 2.907 0.100 0.007 -0.017 0.0203
C 4.417 2.874 3.961 -0.065 -0.006 -0.038 -0.0063
C 4.272 2.167 5.145 -0.065 -0.045 0.002 0.0127
C 3.228 1.254 5.266 0.013 0.022 -0.066 -0.0060
C 2.348 1.045 4.213 -0.019 0.076 -0.006 0.0075
C 0.928 2.630 1.240 -0.061 0.131 -0.075 0.0576
C 0.915 3.963 1.751 -0.039 -0.056 -0.105 0.0632
C 0.259 4.948 1.067 -0.021 -0.023 -0.011 0.0207
C -0.419 4.645 -0.138 0.034 0.074 0.030 0.1700
C -0.404 3.335 -0.561 0.027 -0.095 0.014 -0.0643
N 0.237 2.353 0.074 0.060 -0.180 0.141 0.1867
H 1.834 -3.838 2.129 -0.044 -0.042 0.047 0.0002
H 2.947 -2.736 2.797 -0.040 0.044 0.024 0.0000
H 3.666 3.203 1.977 -0.007 -0.032 0.051 0.0087
H 5.222 3.592 3.853 -0.017 -0.027 -0.021 -0.0012
H 4.963 2.323 5.966 -0.043 -0.006 -0.034 0.0019
H 3.103 0.696 6.187 -0.015 0.020 -0.018 -0.0001
H 1.531 0.345 4.319 0.013 -0.074 -0.043 -0.0008
H 1.405 4.175 2.691 -0.007 0.016 -0.019 0.0171
H 0.242 5.959 1.461 0.009 -0.044 -0.009 0.0009
H -0.946 5.403 -0.704 0.015 -0.052 0.036 0.0157
H -0.936 3.035 -1.463 0.061 -0.003 0.068 0.0046
N 2.523 -1.292 -3.118 0.206 -0.185 -0.326 0.0008
C 3.358 -0.281 -2.715 -0.037 -0.132 0.025 -0.0021
C 4.644 0.070 -3.110 0.003 -0.037 -0.094 -0.0018
C 5.197 1.174 -2.497 -0.012 0.056 0.074 -0.0003
C 4.475 1.895 -1.532 0.012 0.006 -0.006 -0.0035
C 3.200 1.530 -1.148 -0.078 0.053 0.092 -0.0005
C 2.632 0.403 -1.741 -0.159 0.057 0.043 0.0108
N 1.383 -0.209 -1.569 0.196 0.027 -0.216 0.0392
C 1.359 -1.211 -2.417 -0.176 -0.098 0.059 -0.0097
C 0.314 -2.210 -2.751 -0.061 0.302 0.386 -0.0045
C 0.485 -3.131 -3.737 0.204 -0.178 -0.369 -0.0004
S -0.888 -4.121 -3.888 -0.132 -0.104 0.084 0.0003
C -1.626 -3.235 -2.598 0.061 -0.043 -0.117 0.0034
N -0.898 -2.292 -2.116 -0.139 0.309 -0.061 0.0039
H 2.729 -1.991 -3.804 0.083 -0.007 -0.009 -0.0008
H 5.181 -0.489 -3.869 -0.031 0.013 0.059 0.0001
H 6.199 1.488 -2.764 -0.042 0.009 0.012 0.0001
H 4.929 2.766 -1.073 -0.002 -0.035 -0.025 0.0000
H 2.655 2.107 -0.418 -0.043 -0.026 0.080 -0.0198
H 1.331 -3.288 -4.391 -0.128 0.001 0.066 -0.0002
H -2.624 -3.483 -2.250 0.188 0.090 -0.022 0.0002
Cl -6.483 0.668 1.411 0.025 0.005 -0.056 0.0071
C -4.960 0.606 0.597 0.103 -0.011 0.142 0.0319
C -4.923 0.669 -0.822 0.129 0.000 -0.149 0.0748
Cl -6.397 0.805 -1.712 0.027 -0.011 0.070 0.0120
C -3.720 0.618 -1.495 -0.327 0.030 -0.038 -0.0198
Cl -3.631 0.676 -3.219 0.015 0.002 0.094 0.0029
C -2.511 0.499 -0.776 0.278 -0.047 -0.138 0.1209
O -1.363 0.440 -1.316 -0.450 -0.196 -0.526 0.2177
C -2.541 0.438 0.666 0.280 0.013 0.195 0.1087
O -1.424 0.344 1.248 -0.600 0.097 0.276 0.2890
C -3.796 0.494 1.326 -0.360 0.012 0.014 0.0468
Cl -3.803 0.418 3.045 0.027 0.002 -0.044 0.0076
```
Forces are in eV/Å.

Properties
Net charge: -1
Frontier orbital gap (alpha / beta): 4.237 / 4.979 eV
HOMO energy (alpha / beta): -2.19 / -3.92 eV
Energy above the lowest of the compared OMol25 structures with the same formula, charge and spin: 0.385 eV
<S²>: 3.804
Multiplicity: 4
Electronic energy: -5669.7237 Eh